1.
Here is 2 unconnected molecules or ions with the total composition C21H41IN5O7S at a distorted geometry from the Open Molecules 2025 dataset. Energies are from ωB97M-V/def2-TZVPD.

Summary:
Charge ... +1
HOMO-LUMO gap ... 8.17 eV
HOMO energy ... -11.50 eV
E_LUMO ... -3.3 eV

Cartesian coordinates (Å):
C (2.626, -3.237, 2.619)
C (1.889, -1.809, 2.904)
C (1.535, -1.199, 1.426)
C (2.751, -0.216, 0.972)
N (2.682, 0.167, -0.477)
C (1.384, -0.078, -1.089)
C (0.063, 0.704, -1.128)
C (0.068, 2.092, -0.402)
C (1.246, 3.074, -0.979)
C (1.509, 2.889, -2.551)
S (2.044, 4.495, -3.373)
O (0.940, 5.020, -4.248)
O (2.531, 5.516, -2.384)
O (3.356, 4.194, -4.413)
N (-0.989, 0.016, -1.852)
N (-2.273, 0.331, -2.147)
C (-3.246, -0.822, -1.921)
C (-2.904, 1.469, -1.479)
C (-3.196, 1.504, 0.121)
O (-3.278, 2.466, -2.138)
C (-0.273, -1.179, -2.304)
C (-0.708, -2.411, -3.208)
N (0.091, -2.543, -4.487)
C (0.355, -4.000, -4.689)
N (1.105, -1.279, -1.863)
C (2.117, -2.340, -2.086)
C (3.147, -2.027, -3.287)
O (4.000, -2.911, -3.526)
I (3.046, -0.152, -4.374)
H (2.865, -3.803, 3.579)
H (2.002, -3.876, 1.882)
H (3.601, -3.000, 2.040)
H (2.639, -1.101, 3.395)
H (0.916, -1.946, 3.485)
H (0.532, -0.648, 1.480)
H (1.461, -2.130, 0.743)
H (3.702, -0.869, 1.087)
H (2.892, 0.666, 1.683)
H (3.053, 1.104, -0.667)
H (-0.870, 2.723, -0.390)
H (0.362, 1.921, 0.706)
H (0.851, 4.154, -0.845)
H (2.192, 3.020, -0.331)
H (0.602, 2.521, -3.137)
H (2.430, 2.198, -2.649)
H (4.179, 4.095, -3.875)
H (-2.803, -1.587, -1.201)
H (-3.498, -1.293, -2.946)
H (-4.249, -0.462, -1.498)
H (-2.235, 1.067, 0.600)
H (-3.310, 2.571, 0.500)
H (-4.049, 0.800, 0.398)
H (-0.475, -3.377, -2.613)
H (-1.807, -2.439, -3.513)
H (-0.476, -2.140, -5.247)
H (0.811, -4.183, -5.727)
H (-0.631, -4.596, -4.604)
H (1.074, -4.461, -3.930)
H (2.765, -2.371, -1.127)
H (1.634, -3.378, -2.156)
C (-0.931, 1.693, 5.810)
O (-2.266, 1.385, 6.185)
C (-3.224, 1.887, 5.256)
C (-3.700, 0.794, 4.302)
O (-2.640, 0.338, 3.459)
C (-2.065, -0.877, 3.924)
H (-0.260, 1.039, 6.371)
H (-0.755, 1.534, 4.743)
H (-0.705, 2.732, 6.066)
H (-2.819, 2.742, 4.704)
H (-4.080, 2.239, 5.837)
H (-4.470, 1.213, 3.647)
H (-4.146, -0.041, 4.851)
H (-2.711, -1.717, 3.651)
H (-1.903, -0.873, 5.004)
H (-1.098, -1.005, 3.431)

---

2.
Here is a gas-phase ion, C5H15N2 (charge +1) at a distorted geometry from the Open Molecules 2025 dataset. Energies are from ωB97M-V/def2-TZVPD.

Summary:
Charge ... +1
HOMO-LUMO gap ... 8.66 eV
HOMO energy ... -12.27 eV
SMILES ... CNCCCC[NH3+]
E_LUMO ... -3.6 eV

Cartesian coordinates (Å):
C (-1.480, 0.932, -0.202)
C (-1.520, -0.586, -0.026)
C (-0.251, -1.459, -0.398)
C (1.104, -0.761, -0.011)
N (0.971, -0.301, 1.343)
C (2.200, 0.433, 1.762)
N (-1.326, 1.196, -1.700)
H (-0.607, 1.468, 0.218)
H (-2.359, 1.571, 0.034)
H (-1.688, -0.761, 1.032)
H (-2.340, -0.962, -0.747)
H (-0.063, -1.676, -1.504)
H (-0.142, -2.429, 0.185)
H (1.177, 0.135, -0.655)
H (1.996, -1.379, -0.253)
H (0.655, -0.939, 2.018)
H (1.842, 1.204, 2.434)
H (2.574, 0.884, 0.814)
H (3.091, -0.284, 1.920)
H (-2.171, 1.063, -2.228)
H (-0.666, 0.522, -2.036)
H (-0.998, 2.128, -1.999)

---

3.
Here is a molecular structure, C28H38N4O3P2SW at a distorted geometry from the Open Molecules 2025 dataset. Energies are from ωB97M-V/def2-TZVPD.

Summary:
Spin multiplicity ... 3
Charge ... +2
HOMO-LUMO gap (spin up / spin down) ... 5.61 / 2.41 eV
HOMO energy (spin up / spin down) ... -12.48 / -12.47 eV
<S²> ... 2.040
E_LUMO (spin up / spin down) ... -6.9 / -10.1 eV

Cartesian coordinates (Å):
W (0.767, -0.173, -1.892)
C (-0.730, 1.250, -1.257)
C (-1.285, 0.252, -2.132)
C (-1.395, 0.552, -3.595)
C (-0.118, 0.265, -4.410)
C (1.264, 0.468, -3.814)
C (1.560, 1.628, -3.041)
C (0.593, 2.755, -2.909)
C (-0.411, 2.644, -1.720)
C (0.537, -2.074, -1.331)
H (-0.966, 1.153, -0.199)
H (-1.968, -0.471, -1.692)
H (-1.749, 1.577, -3.790)
H (-2.191, -0.085, -4.025)
H (-0.180, -0.782, -4.742)
H (-0.196, 0.879, -5.321)
H (2.094, -0.067, -4.284)
H (2.606, 1.815, -2.793)
H (0.051, 2.916, -3.858)
H (1.160, 3.693, -2.760)
H (0.020, 3.218, -0.879)
H (-1.331, 3.181, -2.018)
H (0.778, -2.147, -0.261)
H (1.214, -2.732, -1.893)
H (-0.508, -2.355, -1.507)
P (1.689, -0.778, -6.698)
P (-2.070, -0.202, -6.599)
N (3.042, 0.279, -7.122)
N (2.248, -2.103, -7.750)
N (-2.257, 1.475, -7.101)
N (-3.590, -0.726, -7.358)
C (0.484, -0.060, -7.897)
C (-0.906, -0.732, -7.927)
C (4.192, 0.372, -6.322)
C (5.148, 1.117, -7.000)
C (4.593, 1.473, -8.270)
C (3.312, 0.936, -8.324)
C (2.372, -3.421, -7.300)
C (2.740, -4.229, -8.369)
C (2.834, -3.388, -9.527)
C (2.528, -2.094, -9.122)
C (-2.702, 2.480, -6.224)
C (-2.531, 3.711, -6.837)
C (-2.005, 3.475, -8.147)
C (-1.832, 2.105, -8.277)
C (-4.348, -0.198, -8.417)
C (-5.305, -1.135, -8.794)
C (-5.119, -2.291, -7.959)
C (-4.065, -2.022, -7.105)
H (0.898, -0.111, -8.915)
H (0.398, 1.007, -7.652)
H (-1.383, -0.545, -8.903)
H (-0.830, -1.827, -7.816)
H (4.209, -0.112, -5.357)
H (6.133, 1.366, -6.631)
H (5.071, 2.038, -9.056)
H (2.584, 0.969, -9.119)
H (2.172, -3.635, -6.262)
H (2.924, -5.293, -8.332)
H (3.092, -3.693, -10.532)
H (2.475, -1.181, -9.697)
H (-3.138, 2.220, -5.270)
H (-2.754, 4.671, -6.395)
H (-1.789, 4.217, -8.907)
H (-1.416, 1.534, -9.093)
H (-4.153, 0.792, -8.801)
H (-6.036, -1.020, -9.581)
H (-5.687, -3.209, -7.996)
H (-3.592, -2.609, -6.334)
C (1.667, 0.581, -0.277)
S (-2.223, -0.592, 1.781)
O (-0.982, -0.900, 2.443)
O (-2.939, 0.615, 2.093)
O (-2.724, -1.490, 0.770)
H (1.917, 1.644, -0.320)
H (2.590, -0.011, -0.200)
H (1.040, 0.374, 0.601)

---

Calculated total energy (computed, a.u.): -2320.5344, -308.7184, -2681.5760